No. 1
{"formula": "C23H27N5OPdSi", "method": "wB97M-V/def2-TZVPD", "species": ["Pd", "C", "C", "C", "C", "C", "N", "C", "C", "C", "C", "C", "C", "C", "N", "C", "C", "C", "N", "C", "C", "N", "C", "C", "C", "N", "H", "H", "H", "H", "H", "H", "H", "H", "H", "H", "H", "H", "H", "H", "H", "H", "H", "H", "C", "Si", "C", "C", "O", "H", "H", "H", "H", "H", "H", "H", "H", "H"], "xyz": [[10.016, 12.059, 7.532], [14.574, 16.551, 4.907], [13.354, 15.719, 5.196], [12.063, 16.353, 5.243], [10.943, 15.786, 5.842], [11.128, 14.578, 6.666], [10.112, 14.034, 7.410], [9.109, 14.806, 7.904], [9.367, 16.120, 8.458], [8.441, 16.872, 9.125], [7.133, 16.347, 9.429], [6.159, 17.229, 10.241], [6.821, 15.131, 8.879], [7.766, 14.401, 8.130], [7.239, 13.204, 7.589], [6.028, 12.943, 7.021], [5.964, 11.616, 6.751], [7.228, 11.092, 7.187], [7.987, 12.076, 7.641], [12.432, 13.965, 6.517], [13.448, 14.408, 5.634], [12.874, 12.926, 7.351], [14.113, 12.825, 7.886], [14.143, 11.776, 8.785], [12.818, 11.342, 8.825], [12.016, 11.988, 7.913], [15.197, 16.177, 4.137], [15.202, 16.672, 5.772], [14.274, 17.548, 4.580], [12.061, 17.315, 4.760], [9.959, 16.185, 5.875], [10.376, 16.471, 8.253], [8.679, 17.910, 9.459], [6.640, 17.459, 11.188], [5.180, 16.774, 10.405], [5.932, 18.193, 9.750], [5.961, 14.578, 9.161], [5.268, 13.704, 6.880], [5.117, 11.053, 6.300], [7.533, 10.074, 7.299], [14.360, 13.805, 5.501], [14.906, 13.524, 7.687], [15.014, 11.381, 9.320], [12.427, 10.578, 9.490], [9.789, 7.363, 5.991], [10.870, 8.809, 6.733], [11.612, 9.526, 5.104], [12.341, 8.022, 7.594], [9.922, 9.775, 7.594], [10.440, 6.622, 5.476], [9.103, 7.757, 5.284], [9.171, 6.903, 6.756], [12.175, 8.724, 4.592], [12.218, 10.428, 5.338], [10.797, 9.840, 4.380], [12.385, 6.947, 7.246], [12.207, 8.051, 8.709], [13.276, 8.516, 7.282]], "forces_ev_per_angstrom": [[0.24, -4.48, 0.66], [-1.24, 0.60, -0.42], [-0.02, 0.40, 0.42], [-0.61, -0.63, 0.38], [2.13, -1.18, 0.74], [0.17, 0.97, -1.27], [0.49, 2.95, -1.27], [-0.22, 1.60, 1.47], [0.53, -0.33, -0.58], [0.07, 0.44, 0.14], [-0.52, 1.65, -0.08], [0.38, -0.61, -0.66], [1.40, -0.30, -0.04], [-1.61, -1.07, -0.28], [1.22, 0.32, -0.20], [-0.84, 0.42, 0.15], [-0.05, -1.16, -0.17], [-1.19, 0.68, -0.02], [-1.42, -0.47, 0.10], [0.95, -0.69, -0.59], [-0.85, 0.03, 1.04], [-1.08, -0.56, 0.69], [0.65, -0.54, 0.53], [-0.14, 0.49, -0.37], [-1.11, -0.18, -0.88], [3.56, 0.23, 1.47], [0.59, -0.76, -0.84], [0.11, -0.11, 0.60], [-0.01, 0.01, 0.09], [-0.57, 0.25, -0.04], [-0.47, 0.68, -0.38], [-0.22, 0.30, 0.38], [-0.06, -1.06, -0.26], [-0.11, 0.06, 0.20], [0.34, -0.26, 0.08], [0.49, -0.39, -0.08], [-0.98, -0.02, -0.02], [0.34, -0.03, 0.06], [0.92, 0.62, 0.50], [0.39, -0.28, -0.32], [-0.54, 0.43, 0.19], [-0.10, 0.04, -0.32], [-0.65, 0.38, -0.15], [-0.21, 0.07, -0.43], [0.87, 0.05, 0.62], [0.50, -2.16, -2.01], [-1.07, 0.88, -0.51], [-0.16, -0.47, 0.67], [-0.45, 2.23, 0.19], [-0.36, 0.46, 0.49], [-0.56, 0.51, -0.86], [0.21, -0.29, 0.25], [0.01, 0.46, 0.44], [-0.02, -0.62, -0.25], [0.79, -0.30, 0.88], [-0.03, 1.14, 0.49], [0.39, -0.19, -0.97], [-0.25, -0.18, 0.33]], "mulliken_spin": [1.247, 0.000, 0.170, 0.063, 0.104, 0.202, 0.459, 0.159, 0.059, 0.082, 0.128, -0.003, -0.025, 0.133, 0.063, -0.003, 0.037, 0.066, 0.052, 0.123, -0.053, 0.005, 0.026, 0.011, 0.044, 0.080, 0.015, 0.019, -0.002, 0.005, 0.005, -0.004, 0.001, 0.013, -0.001, 0.015, 0.000, 0.000, 0.001, 0.007, 0.004, 0.001, 0.000, 0.002, 0.105, 0.017, 0.078, 0.038, 0.445, 0.003, -0.003, 0.001, 0.001, 0.007, -0.004, 0.000, 0.001, 0.000], "relative_energy_kcal_mol": 25.8, "multiplicity": 5, "total_charge": 2, "lumo_energy_ha": [-0.2191, -0.3938], "total_energy_ha": -1658.3027, "homo_ev": [-13.6, -13.4]}

***

No. 2
{"formula": "C23H27N7NiOS", "method": "wB97M-V/def2-TZVPD", "species": ["Ni", "N", "C", "S", "N", "N", "C", "C", "C", "C", "C", "C", "C", "O", "H", "H", "H", "H", "H", "H", "H", "N", "C", "C", "C", "C", "C", "C", "C", "C", "N", "C", "H", "H", "H", "H", "H", "H", "H", "H", "C", "C", "N", "C", "C", "N", "C", "C", "H", "H", "H", "H", "H", "H", "H", "H", "H", "H", "H", "H"], "xyz": [[-0.331, 0.564, -0.116], [4.118, 1.126, -0.574], [3.158, 0.158, -0.347], [3.363, -0.904, 0.974], [2.157, 0.186, -1.181], [1.045, -0.567, -0.963], [0.814, -1.639, -1.621], [-0.445, -2.344, -1.662], [-0.550, -3.429, -2.546], [-1.721, -4.131, -2.707], [-2.843, -3.747, -1.966], [-2.781, -2.680, -1.102], [-1.590, -1.937, -0.905], [-1.582, -0.962, -0.050], [5.026, 0.919, -0.200], [4.112, 1.531, -1.499], [1.624, -2.036, -2.235], [0.327, -3.708, -3.121], [-1.776, -4.963, -3.397], [-3.767, -4.304, -2.066], [-3.652, -2.373, -0.535], [0.442, 2.666, -0.354], [-0.742, 3.243, -0.855], [-1.241, 4.447, -0.428], [-2.436, 4.957, -0.972], [-3.105, 4.293, -1.961], [-2.631, 3.040, -2.410], [-3.244, 2.269, -3.423], [-2.725, 1.047, -3.749], [-1.610, 0.559, -3.043], [-1.013, 1.247, -2.099], [-1.478, 2.491, -1.809], [1.047, 2.231, -1.059], [0.971, 3.293, 0.232], [-0.706, 5.016, 0.323], [-2.818, 5.898, -0.597], [-4.005, 4.707, -2.397], [-4.118, 2.656, -3.931], [-3.166, 0.438, -4.525], [-1.215, -0.427, -3.254], [0.106, -0.886, 2.443], [0.385, -0.939, 3.964], [0.165, 0.380, 4.559], [-1.168, 0.857, 4.205], [-1.268, 1.077, 2.672], [-0.062, 0.525, 2.024], [1.113, 1.302, 2.479], [1.164, 1.303, 4.028], [-0.807, -1.417, 2.178], [0.926, -1.316, 1.867], [1.416, -1.232, 4.165], [-0.273, -1.659, 4.453], [-1.362, 1.785, 4.747], [-1.892, 0.115, 4.546], [-1.324, 2.143, 2.430], [-2.148, 0.586, 2.252], [1.021, 2.322, 2.109], [2.006, 0.849, 2.045], [0.958, 2.297, 4.432], [2.149, 0.994, 4.381]], "forces_ev_per_angstrom": [[0.04, -0.96, 0.48], [-0.01, 0.27, -0.12], [-0.13, -0.50, 0.43], [0.30, -0.17, 0.01], [0.61, 0.82, -1.11], [-0.65, -0.07, 0.58], [0.52, 0.13, 0.06], [-0.50, 0.09, 0.20], [0.07, 0.08, 0.03], [-0.09, -0.10, -0.07], [0.13, -0.03, -0.03], [0.00, 0.14, 0.14], [0.19, -0.44, -0.26], [-0.01, 0.74, 0.06], [0.01, -0.08, 0.08], [-0.01, -0.08, -0.01], [0.02, 0.07, -0.02], [0.01, -0.01, 0.03], [0.02, 0.00, 0.02], [-0.03, 0.05, -0.03], [0.03, -0.01, 0.03], [-0.26, -0.49, -0.32], [-0.07, 0.42, -0.01], [0.17, -0.17, -0.02], [-0.14, 0.00, -0.04], [-0.05, 0.09, 0.04], [0.21, -0.05, 0.13], [0.03, -0.14, -0.02], [-0.07, 0.17, -0.09], [0.06, -0.07, 0.05], [-0.16, 0.08, 0.21], [-0.16, 0.19, -0.21], [0.09, 0.16, 0.01], [0.08, -0.12, 0.13], [0.01, 0.01, -0.02], [0.02, 0.02, -0.05], [0.01, 0.00, 0.00], [-0.02, -0.01, 0.02], [0.00, -0.01, 0.01], [-0.03, -0.03, 0.07], [-0.01, -0.35, 0.11], [-0.09, 0.06, -0.14], [0.01, 0.01, 0.26], [0.09, -0.02, -0.04], [-0.15, -0.02, 0.10], [-0.03, 0.11, -0.66], [0.13, 0.15, 0.23], [-0.07, -0.05, -0.13], [-0.01, 0.08, -0.02], [-0.04, 0.08, 0.02], [0.01, 0.00, -0.02], [0.02, 0.00, 0.01], [-0.02, 0.00, -0.01], [-0.02, 0.01, -0.03], [0.02, 0.00, -0.03], [0.04, -0.03, -0.03], [-0.06, 0.00, -0.02], [-0.09, 0.01, 0.02], [0.01, -0.01, 0.01], [0.01, 0.00, -0.02]], "mulliken_spin": [1.672, 0.005, 0.007, 0.005, 0.010, 0.087, 0.022, -0.024, -0.001, 0.001, -0.001, 0.012, 0.002, 0.080, 0.000, 0.000, 0.010, 0.000, 0.000, 0.000, -0.001, 0.034, -0.005, 0.000, -0.001, 0.004, 0.006, 0.001, 0.001, 0.002, 0.013, 0.015, -0.003, 0.001, 0.000, 0.000, 0.001, 0.000, 0.000, 0.002, -0.002, 0.002, 0.000, 0.006, -0.008, 0.027, 0.003, 0.002, -0.001, 0.002, -0.001, 0.000, -0.001, 0.000, 0.004, 0.009, 0.002, 0.001, 0.000, 0.000], "relative_energy_kcal_mol": 9.9, "multiplicity": 3, "lumo_energy_ha": [-0.0243, -0.0255], "total_energy_ha": -3257.6941, "homo_ev": [-7.0, -7.0]}

***

No. 3
{"formula": "C23H27NO5", "method": "wB97M-V/def2-TZVPD", "species": ["C", "C", "H", "H", "O", "C", "C", "C", "C", "C", "C", "O", "C", "C", "H", "H", "H", "H", "H", "O", "C", "C", "H", "H", "H", "H", "H", "H", "C", "N", "C", "C", "C", "C", "C", "C", "C", "C", "H", "O", "C", "H", "H", "H", "O", "C", "H", "H", "H", "H", "H", "H", "H", "H", "H", "H"], "xyz": [[1.892, 4.694, -0.804], [1.921, 3.313, -1.237], [2.863, 2.887, -1.081], [1.796, 3.303, -2.390], [1.026, 2.777, -0.608], [0.830, 1.325, -1.046], [-0.177, 0.759, -0.362], [-0.933, -0.432, -0.742], [-0.266, -1.211, -1.738], [0.873, -0.735, -2.275], [1.327, 0.367, -2.154], [2.430, 1.016, -2.862], [3.721, 0.541, -2.353], [4.756, 0.901, -3.289], [4.796, 2.152, -3.083], [5.885, 0.461, -3.087], [4.632, 0.960, -4.200], [4.055, 0.425, -1.330], [3.479, -0.774, -2.652], [1.632, -1.555, -3.300], [0.974, -2.540, -3.922], [-0.086, -2.481, -4.832], [-0.563, -3.362, -5.252], [0.194, -1.759, -5.534], [-1.259, -1.851, -4.325], [1.750, -3.052, -4.405], [0.835, -3.208, -2.974], [-0.747, -2.342, -1.922], [-1.905, -1.108, -0.011], [-2.852, -1.709, -0.716], [-4.126, -2.214, -0.333], [-4.423, -1.946, 0.995], [-3.484, -1.497, 1.946], [-3.628, -1.216, 3.350], [-2.716, -0.719, 4.177], [-1.621, -0.506, 3.587], [-1.409, -0.325, 2.255], [-2.079, -1.157, 1.480], [-0.332, -0.176, 1.855], [-0.533, 0.028, 4.399], [0.731, 0.560, 4.179], [1.373, 0.805, 4.823], [1.308, -0.155, 3.510], [0.618, 1.529, 3.341], [-3.183, -0.702, 5.330], [-2.473, -0.047, 6.620], [-1.420, -0.547, 6.778], [-2.198, 1.027, 6.410], [-3.150, -0.131, 7.307], [-4.549, -1.739, 3.610], [-5.385, -2.436, 1.402], [-4.751, -2.653, -1.005], [-1.115, 1.416, 0.376], [0.934, 5.110, -0.954], [2.635, 5.343, -1.209], [2.096, 4.586, 0.256]], "forces_ev_per_angstrom": [[1.25, 1.37, 1.50], [6.29, 4.97, -8.43], [2.12, -0.71, 0.25], [0.02, -0.12, 1.28], [-8.05, -10.13, 3.32], [-0.99, -0.24, -0.11], [-7.05, 1.20, 2.47], [6.56, -0.27, -2.48], [-4.64, -3.14, 2.54], [-1.67, -12.39, -5.94], [7.19, 17.34, 3.62], [-0.46, -1.22, 1.93], [-2.56, -7.69, -2.85], [5.67, 4.49, 9.20], [0.70, -2.76, -0.40], [-3.11, 1.11, -0.14], [-2.01, -0.58, -9.11], [-0.86, 1.21, 0.55], [1.27, 3.35, 1.30], [-0.31, 5.50, 1.86], [1.07, -5.45, 5.23], [-7.17, 3.45, 0.48], [0.80, -0.25, 0.11], [0.07, 0.88, -1.84], [3.55, -1.80, -1.20], [1.44, -0.96, -0.97], [-0.84, -0.25, -1.90], [1.63, 3.44, 0.22], [-5.75, -2.59, 2.98], [-0.82, -0.32, -1.91], [5.20, 3.49, 4.78], [-2.46, -3.18, 0.13], [4.33, 1.49, 0.60], [-4.39, -3.71, -6.26], [-4.24, -1.76, -0.16], [10.94, 5.94, -0.89], [5.26, -1.73, 0.31], [-5.57, 0.64, -5.04], [-1.84, 0.55, 1.22], [-1.51, -0.49, 3.23], [-4.80, -0.87, -12.29], [3.75, 1.91, 6.62], [-0.38, 0.48, 0.55], [0.40, -2.21, 2.47], [0.15, 1.89, 9.46], [5.77, 0.05, -6.69], [-2.48, 0.55, -0.14], [-0.70, -1.11, -0.06], [-3.71, -0.83, 3.90], [-0.06, 0.91, 1.25], [1.20, 1.34, -0.59], [-1.37, -1.05, -1.92], [3.88, -1.35, -1.97], [-1.13, 0.55, -0.10], [0.60, 0.33, -0.51], [-0.16, 0.74, 0.54]], "nbo_charge": [-0.604, -0.024, 0.134, 0.131, -0.460, 0.234, -0.221, -0.078, -0.203, 0.207, 0.241, -0.523, -0.092, -0.564, 0.165, 0.219, 0.190, 0.209, 0.158, -0.508, -0.087, -0.589, 0.245, 0.213, 0.155, 0.199, 0.141, 0.277, 0.217, -0.455, 0.015, -0.234, -0.043, -0.187, 0.197, 0.330, -0.270, -0.052, 0.246, -0.587, -0.184, 0.176, 0.159, 0.139, -0.472, -0.219, 0.211, 0.199, 0.175, 0.223, 0.206, 0.203, 0.231, 0.208, 0.209, 0.197], "relative_energy_kcal_mol": 472.9, "lumo_energy_ha": -0.0020, "total_energy_ha": -1322.8594, "homo_ev": -7.6}

***

No. 4
{"formula": "C23H27NOS", "method": "wB97M-V/def2-TZVPD", "species": ["C", "C", "C", "C", "C", "C", "H", "H", "C", "C", "C", "C", "C", "C", "C", "C", "C", "C", "N", "S", "O", "C", "C", "C", "C", "C", "C", "H", "H", "C", "H", "H", "H", "H", "H", "H", "H", "H", "H", "H", "H", "H", "H", "H", "H", "H", "H", "H", "H", "H", "H", "H", "H"], "xyz": [[7.548, 3.300, -0.660], [6.552, 2.618, -1.591], [5.272, 2.174, -0.883], [5.492, 1.038, 0.113], [4.178, 0.562, 0.727], [4.391, -0.572, 1.726], [5.045, -0.231, 2.532], [4.883, -1.410, 1.226], [3.068, -1.053, 2.334], [2.196, -1.624, 1.332], [1.475, -2.091, 0.488], [0.625, -2.641, -0.497], [1.162, -3.450, -1.499], [0.347, -3.997, -2.470], [-1.020, -3.746, -2.460], [-1.565, -2.948, -1.477], [-0.760, -2.386, -0.485], [-1.330, -1.545, 0.545], [-2.565, -1.270, 0.606], [-3.086, -0.258, 1.888], [-1.915, 0.254, 2.599], [-3.550, 1.035, 0.690], [-2.816, 2.203, 0.634], [-3.164, 3.181, -0.280], [-4.244, 2.997, -1.137], [-4.970, 1.812, -1.060], [-4.629, 0.830, -0.148], [-5.184, -0.094, -0.092], [-5.810, 1.660, -1.723], [-4.632, 4.068, -2.109], [-5.152, 3.647, -2.966], [-5.299, 4.783, -1.626], [-3.756, 4.611, -2.458], [-2.592, 4.096, -0.331], [-1.980, 2.328, 1.307], [-0.631, -1.139, 1.286], [-2.623, -2.737, -1.448], [-1.652, -4.177, -3.222], [0.776, -4.622, -3.240], [2.226, -3.642, -1.504], [3.265, -1.811, 3.097], [2.552, -0.215, 2.813], [3.691, 1.401, 1.231], [3.507, 0.218, -0.064], [6.157, 1.370, 0.912], [5.976, 0.201, -0.397], [4.834, 3.030, -0.363], [4.552, 1.843, -1.636], [7.026, 1.750, -2.055], [6.284, 3.314, -2.389], [7.914, 2.610, 0.096], [7.081, 4.145, -0.158], [8.403, 3.667, -1.224]], "forces_ev_per_angstrom": [[-0.07, -0.13, -0.21], [-0.15, 0.15, 0.14], [0.31, -0.21, -0.10], [-0.40, 0.22, -0.07], [0.40, -0.20, 0.07], [-0.20, 0.23, -0.06], [0.03, -0.04, 0.00], [0.04, -0.02, 0.05], [0.39, 0.03, 0.28], [-0.56, -0.32, -0.50], [0.68, 0.39, 0.74], [-0.61, -0.18, -0.42], [-0.01, -0.04, -0.06], [0.00, 0.00, 0.00], [-0.02, -0.02, -0.03], [0.10, 0.07, 0.13], [0.28, -0.55, -0.73], [0.09, 0.59, 0.95], [-0.54, -0.28, -0.08], [0.09, 0.08, -1.21], [0.44, 0.32, 0.62], [-0.09, -0.24, 0.34], [0.12, -0.11, 0.25], [-0.12, -0.09, -0.08], [0.06, 0.00, -0.01], [0.04, -0.01, 0.04], [-0.03, 0.03, 0.04], [-0.12, -0.11, -0.04], [-0.07, -0.02, -0.07], [-0.05, 0.03, 0.05], [-0.03, 0.03, -0.08], [-0.04, 0.08, -0.05], [0.02, 0.06, -0.06], [0.06, 0.09, -0.01], [0.08, 0.02, 0.07], [-0.11, -0.01, -0.04], [-0.10, 0.01, -0.02], [-0.05, -0.03, -0.05], [0.03, -0.04, -0.05], [0.04, 0.00, 0.02], [-0.06, 0.11, 0.04], [0.05, -0.06, 0.07], [-0.09, 0.04, 0.00], [-0.05, 0.05, -0.01], [0.10, -0.05, 0.04], [0.09, -0.05, 0.01], [-0.09, 0.05, 0.00], [-0.09, 0.03, 0.02], [-0.01, -0.01, -0.10], [0.04, -0.06, -0.07], [0.08, -0.02, 0.12], [-0.01, 0.11, 0.09], [0.11, 0.06, 0.03]], "nbo_charge": [-0.607, -0.388, -0.387, -0.391, -0.395, -0.370, 0.202, 0.201, -0.481, 0.066, -0.088, 0.002, -0.207, -0.186, -0.216, -0.152, -0.112, 0.106, -0.643, 1.412, -0.973, -0.171, -0.236, -0.201, -0.006, -0.213, -0.224, 0.222, 0.211, -0.628, 0.217, 0.223, 0.218, 0.211, 0.243, 0.210, 0.232, 0.216, 0.216, 0.221, 0.236, 0.234, 0.194, 0.206, 0.193, 0.193, 0.192, 0.199, 0.192, 0.198, 0.200, 0.200, 0.209], "relative_energy_kcal_mol": 1.5, "lumo_energy_ha": 0.0024, "total_energy_ha": -1420.7325, "homo_ev": -8.6}